Entry 1:
{
  "formula": "CHCl4P",
  "method": "the ωB97M-V functional and the def2-TZVPD basis",
  "charge": 0,
  "gap_ha": [0.2791, 0.2766],
  "lumo_energy_ha": [-0.0467, -0.0396],
  "e_homo_ev": [-8.87, -8.61],
  "symbols": ["C", "P", "Cl", "Cl", "Cl", "Cl", "H"],
  "xyz": [[2.465, -0.421, -1.790], [-0.771, 0.597, -0.985], [1.801, -1.771, -2.598], [3.311, 0.727, -2.810], [3.176, -0.670, -0.237], [-1.817, -0.983, -1.633], [0.509, 0.212, -0.435]],
  "forces_ev_per_a": [[0.78, 0.45, -0.41], [0.34, 1.75, 0.28], [0.07, 0.09, 0.20], [-0.50, -0.55, 0.54], [-0.26, -0.03, -0.42], [0.26, -0.87, 0.03], [-0.70, -0.84, -0.22]]
}


Entry 2:
{
  "formula": "CHClF2O2S",
  "method": "the ωB97M-V functional and the def2-TZVPD basis",
  "charge": 0,
  "gap_ha": 0.3970,
  "lumo_energy_ha": -0.0277,
  "e_homo_ev": -11.56,
  "symbols": ["C", "O", "O", "F", "F", "S", "Cl", "H"],
  "xyz": [[-1.101, 0.848, 1.082], [2.160, -0.676, -0.410], [3.662, 1.128, -0.831], [-0.145, 0.971, 1.953], [-1.760, 2.055, 1.148], [2.391, 0.702, -0.430], [-0.548, 0.525, -0.574], [-1.825, 0.108, 1.552]],
  "forces_ev_per_a": [[-3.06, 0.20, 0.94], [-0.52, -2.58, 0.11], [2.23, 1.03, -0.72], [2.31, -0.13, 0.61], [0.16, -0.45, -0.84], [-0.76, 1.52, 0.68], [-1.15, 0.06, 0.75], [0.80, 0.35, -1.53]]
}


Entry 3:
{
  "formula": "CHClF2O2S",
  "method": "the ωB97M-V functional and the def2-TZVPD basis",
  "charge": 0,
  "gap_ha": [0.2982, 0.3003],
  "lumo_energy_ha": [-0.0435, -0.0330],
  "e_homo_ev": [-9.30, -9.07],
  "symbols": ["C", "O", "O", "F", "F", "S", "Cl", "H"],
  "xyz": [[-0.274, 1.379, -0.080], [1.563, -1.276, -0.825], [-0.030, -1.788, 1.129], [-1.187, 0.945, -1.032], [0.653, 2.128, -0.677], [1.101, -0.769, 0.452], [-1.263, -2.540, 0.227], [-0.561, 1.922, 0.807]],
  "forces_ev_per_a": [[0.81, -1.92, -1.87], [-0.23, 0.18, 0.10], [0.23, 0.20, 0.02], [1.14, 1.03, 2.01], [-0.03, -0.26, -0.26], [-1.15, 0.74, -0.18], [0.33, 0.40, -0.09], [-1.11, -0.36, 0.27]]
}


Asked for energy across the records above, the calculation gives -2220.72519 -1247.26650 -1247.12519 a.u. in order.
Asked for max |F| across the records above, the calculation gives 1.8 3.2 2.8 eV/A in order.